1.
Here is a 14-piece molecular cluster, C32H42F9N5O37 overall in a non-equilibrium geometry from the Open Molecules 2025 dataset. Energies are from the ωB97M-V functional and the def2-TZVPD basis.

Results
HOMO-LUMO gap: 0.3605 Ha
E_HOMO: -10.36 eV
molar mass: 1259.7 g mol⁻¹
electronic energy: -5200.5682 hartree

Each line ends with the Mulliken charge.
CARTESIAN COORDINATES (ANGSTROEM)
C 3.591 0.609 -1.336  -0.720
N 2.986 1.928 -0.906  0.839
O 2.901 2.868 -1.734  -0.454
O 2.438 1.987 0.179  -0.581
H 2.772 -0.070 -1.571  0.197
H 4.228 0.288 -0.512  0.270
H 4.149 0.934 -2.214  0.347
C 5.334 -2.832 -3.310  -0.878
N 4.144 -2.249 -3.935  0.926
O 3.924 -1.068 -3.779  -0.432
O 3.474 -2.986 -4.684  -0.532
H 6.017 -2.097 -2.884  0.310
H 5.892 -3.237 -4.153  0.358
H 5.043 -3.630 -2.626  0.266
C -1.273 -4.213 -2.493  -0.617
N -0.215 -3.606 -3.367  0.939
O -0.556 -2.549 -3.913  -0.489
O 0.834 -4.186 -3.549  -0.553
H -1.830 -3.393 -2.039  0.075
H -0.805 -4.816 -1.715  0.216
H -1.952 -4.752 -3.153  0.406
C 0.454 0.021 1.140  -0.580
N -0.259 -0.210 -0.115  1.408
O -1.272 -0.888 0.046  -0.530
O 0.112 0.344 -1.140  -0.441
H -0.033 -0.599 1.893  -0.220
H 0.348 1.076 1.394  0.102
H 1.493 -0.271 0.982  0.213
C -1.239 0.630 -4.433  -0.504
N -2.677 0.315 -4.059  0.975
O -3.010 0.747 -2.975  -0.497
O -3.384 -0.353 -4.836  -0.584
H -0.635 0.489 -3.537  -0.240
H -1.266 1.599 -4.932  0.516
H -0.834 -0.177 -5.044  0.376
C 2.110 2.287 3.601  0.190
C 3.593 2.514 3.795  -0.060
O 4.204 1.462 3.041  -0.320
C 3.331 0.534 2.841  0.531
O 3.632 -0.565 2.357  -0.580
O 2.108 0.921 3.156  0.087
F 4.088 2.169 5.030  -0.327
H 1.760 2.956 2.815  0.103
H 1.653 2.438 4.579  0.072
H 3.992 3.507 3.589  0.369
C -1.882 4.265 -1.735  -0.383
C -0.799 3.485 -0.996  0.981
O -1.473 2.844 0.107  -0.069
C -2.706 3.390 0.257  0.227
O -3.511 2.946 1.060  -0.455
O -2.982 4.239 -0.809  -0.384
F 0.008 4.312 -0.348  -0.361
H -2.100 3.856 -2.722  0.235
H -1.613 5.277 -2.037  0.295
H -0.099 2.863 -1.553  -0.172
C -2.914 -1.155 4.668  0.134
C -2.759 -0.762 3.232  1.082
O -4.077 -0.620 2.785  -0.253
C -4.878 -0.840 3.810  0.568
O -6.082 -0.842 3.751  -0.625
O -4.311 -1.221 4.890  -0.317
F -2.127 -1.733 2.590  -0.211
H -2.375 -0.412 5.255  0.278
H -2.367 -2.080 4.854  -0.229
H -2.148 0.102 2.972  -0.457
C -0.894 -5.370 5.211  -0.441
C -0.884 -5.581 6.725  0.282
O -0.130 -4.473 7.257  -0.326
C 0.088 -3.581 6.221  0.530
O 0.681 -2.511 6.339  -0.540
O -0.443 -4.049 5.038  -0.036
F -0.207 -6.675 7.137  -0.297
H -1.784 -5.592 4.623  0.386
H -0.208 -6.092 4.769  0.241
H -1.889 -5.611 7.146  0.266
C -3.982 -3.112 -0.285  0.243
C -5.334 -2.566 -0.053  0.608
O -6.138 -3.644 -0.305  -0.333
C -5.499 -4.526 -1.079  0.529
O -5.945 -5.593 -1.503  -0.582
O -4.226 -4.064 -1.276  -0.217
F -5.601 -1.567 -0.926  -0.304
H -3.620 -3.575 0.633  0.012
H -3.250 -2.348 -0.546  -0.105
H -5.538 -2.152 0.934  0.153
C 2.021 6.190 -3.832  -0.492
C 1.151 6.633 -4.966  0.283
O 0.075 5.732 -4.909  -0.328
C 0.398 4.689 -4.081  0.595
O -0.179 3.592 -4.084  -0.552
O 1.444 5.009 -3.433  -0.179
F 1.709 6.448 -6.185  -0.255
H 2.006 6.969 -3.070  0.377
H 3.077 5.958 -3.971  0.286
H 0.910 7.691 -4.859  0.246
C 2.068 -4.682 1.867  -0.540
C 0.651 -4.169 1.450  0.238
O 0.983 -3.617 0.188  0.040
C 2.333 -3.381 0.065  0.287
O 2.904 -2.893 -0.923  -0.445
O 2.924 -3.838 1.126  -0.326
F 0.382 -3.142 2.319  -0.180
H 2.237 -5.729 1.616  0.343
H 2.211 -4.644 2.947  0.305
H -0.215 -4.801 1.646  0.320
C 2.412 1.350 -5.205  0.216
C 3.558 2.383 -5.324  0.461
O 2.975 3.474 -5.942  -0.357
C 1.956 3.033 -6.736  0.622
O 1.368 3.703 -7.580  -0.569
O 1.642 1.808 -6.324  -0.375
F 4.614 1.907 -6.064  -0.376
H 1.876 1.356 -4.256  -0.207
H 2.961 0.414 -5.305  0.310
H 3.809 2.533 -4.274  0.273
C -1.341 2.986 5.366  -0.348
C -1.370 3.557 4.019  0.176
O -2.772 3.741 3.879  -0.300
C -3.437 2.795 4.620  0.586
O -4.603 2.448 4.513  -0.541
O -2.603 2.368 5.537  -0.352
F -0.996 2.582 3.221  0.011
H -1.182 3.722 6.154  0.334
H -0.528 2.261 5.407  0.128
H -0.796 4.458 3.804  0.378

2.
Here is a 5-piece molecular cluster, C32H42N4O16S2 overall in a non-equilibrium geometry from the Open Molecules 2025 dataset. Energies are from the ωB97M-V functional and the def2-TZVPD basis.

Results
HOMO-LUMO gap: 0.1833 Ha
E_HOMO: -5.97 eV
molar mass: 802.8 g mol⁻¹
electronic energy: -3463.1392 hartree

Each line ends with the Mulliken charge.
CARTESIAN COORDINATES (ANGSTROEM)
C 2.484 1.689 5.476  -0.342
C 1.718 2.971 4.726  -0.480
C 0.908 2.788 3.288  0.344
C 0.212 4.081 2.559  -0.269
C -1.343 4.369 2.991  -0.608
C -2.082 3.142 3.789  -0.204
C -3.577 3.735 4.247  -0.398
S -4.950 3.098 3.087  -0.289
C -5.201 1.272 3.535  0.433
N -5.813 0.191 2.620  -0.301
N -5.788 -0.940 3.455  -0.280
C -5.187 -0.705 4.857  -0.099
O -4.814 0.739 4.876  -0.250
C 0.915 1.237 2.672  0.323
N 0.244 0.810 1.373  -0.475
S 0.597 -0.903 1.270  0.320
N 1.577 -1.369 2.650  -0.504
C 1.676 -0.050 3.420  0.458
C 2.491 0.147 4.853  -0.533
H 3.091 1.827 6.484  0.264
H 1.782 4.016 5.270  0.270
H 0.844 5.041 2.884  0.176
H 0.293 4.027 1.392  0.205
H -1.380 5.405 3.578  0.263
H -1.976 4.563 1.998  0.146
H -2.320 2.196 3.127  0.216
H -1.548 2.819 4.794  0.240
H -3.576 4.918 4.095  0.105
H -3.825 3.529 5.374  0.383
H -5.078 -1.482 5.736  0.301
H 3.059 -0.712 5.423  0.292
C 3.807 4.725 -0.695  -1.429
C 2.823 5.866 -0.861  0.441
C 3.441 7.226 -0.735  -0.508
O 2.342 8.018 -0.320  -0.328
C 1.497 7.179 0.352  0.602
O 0.538 7.545 1.012  -0.546
O 1.874 5.874 0.193  -0.213
H 3.275 3.782 -0.528  0.351
H 4.439 4.623 -1.582  0.390
H 4.453 4.879 0.175  0.352
H 2.273 5.755 -1.803  0.252
H 3.848 7.593 -1.681  0.308
H 4.217 7.285 0.037  0.312
C -1.366 -5.685 -1.894  -1.289
C -1.236 -4.203 -1.602  0.482
C -2.044 -3.330 -2.514  -0.406
O -1.329 -2.108 -2.471  -0.338
C -0.027 -2.435 -2.206  0.633
O 0.911 -1.658 -2.278  -0.580
O 0.085 -3.751 -1.854  -0.310
H -0.570 -6.246 -1.394  0.347
H -2.334 -6.066 -1.556  0.424
H -1.269 -5.890 -2.966  0.221
H -1.460 -4.007 -0.547  0.352
H -3.070 -3.191 -2.164  0.326
H -2.063 -3.680 -3.553  0.239
C 3.401 -5.218 -5.671  -1.626
C 2.024 -4.956 -5.097  0.922
C 1.402 -6.152 -4.439  -0.426
O 0.018 -5.869 -4.551  -0.339
C -0.125 -5.085 -5.662  0.485
O -1.194 -4.801 -6.176  -0.600
O 1.091 -4.667 -6.126  -0.388
H 3.688 -4.415 -6.359  0.463
H 4.149 -5.287 -4.877  0.345
H 3.422 -6.148 -6.249  0.295
H 2.055 -4.092 -4.423  0.098
H 1.693 -6.255 -3.391  0.404
H 1.603 -7.094 -4.962  0.332
C -6.387 8.901 4.243  -1.476
C -6.223 7.610 3.467  0.509
C -7.516 7.015 2.995  -0.540
O -7.190 5.641 2.881  -0.263
C -6.192 5.407 3.786  0.607
O -5.787 4.300 4.101  -0.233
O -5.710 6.581 4.297  -0.342
H -5.466 9.143 4.783  0.368
H -6.633 9.731 3.574  0.387
H -7.179 8.816 4.995  0.346
H -5.517 7.754 2.641  0.308
H -7.838 7.418 2.031  0.307
H -8.334 7.115 3.717  0.319
C 7.134 -8.894 -5.874  -1.449
C 6.331 -8.810 -4.591  0.507
C 5.293 -9.882 -4.452  -0.548
O 4.347 -9.273 -3.590  -0.302
C 4.448 -7.926 -3.800  0.570
O 3.662 -7.097 -3.370  -0.543
O 5.544 -7.630 -4.563  -0.263
H 7.676 -7.958 -6.049  0.356
H 7.854 -9.716 -5.831  0.388
H 6.484 -9.047 -6.742  0.343
H 7.005 -8.781 -3.727  0.275
H 5.690 -10.798 -4.007  0.313
H 4.789 -10.129 -5.394  0.297

Q: Number 2 is which compound?
A: C32H42N4O16S2